Density functional theory data (wB97M-V/def2-TZVPD) for a single C13H21P molecule at a distorted geometry.

## Properties
Charge   0
SMILES string   C[C@@H]1CC[C@H](C)P1[C@]1(C)C=CC=CC1
E_LUMO   0.84 eV
Relative energy (zero: lowest compared OMol25 entry of this formula, charge and spin)   2.810 eV
Energy   -849.169748 a.u.

The geometry in XYZ format:
```
35
Properties=species:S:1:pos:R:3:forces:R:3
P 0.492 0.621 -0.101 0.4 -0.6 0.3
C 0.787 -1.553 -1.659 -2.2 -0.8 0.5
C 0.861 -0.610 1.284 1.9 2.8 1.3
C -0.856 1.410 0.917 0.2 1.2 -1.3
C -1.629 -1.284 -0.901 0.3 1.8 -2.4
C -0.301 -0.540 -1.313 -2.2 -0.8 -1.4
C 2.336 -0.885 1.746 -1.9 1.3 0.8
C -1.055 0.568 2.181 -1.8 -2.4 -2.8
C 0.283 0.037 2.576 -1.9 -1.3 -2.7
C -0.109 0.097 -3.806 1.9 -0.8 1.0
C -0.247 2.764 1.323 0.9 -0.4 -2.0
C 1.315 -1.667 -2.865 -0.3 2.6 -0.1
C 0.929 -0.734 -3.949 -0.6 0.0 1.7
C -0.889 0.233 -2.556 1.6 -1.6 -0.1
H 0.802 0.876 2.809 2.2 2.1 1.0
H -1.807 -0.230 -2.902 -0.8 0.4 0.7
H -0.001 3.551 0.539 -0.8 -1.2 0.8
H -1.414 -2.021 -0.284 1.0 -3.5 3.6
H 1.550 -0.793 -4.790 0.3 0.1 -1.5
H -0.998 1.230 -2.234 -0.6 1.5 -0.2
H 3.090 -0.866 1.023 1.1 -0.2 -1.2
H -0.479 0.659 -4.588 -0.4 1.2 -1.8
H 2.596 -0.185 2.591 -0.1 -0.6 -1.1
H -2.327 -0.627 -0.395 -0.4 0.2 -0.4
H -1.594 1.132 2.874 -0.8 0.7 1.5
H -1.705 -0.307 1.798 0.6 1.1 1.0
H 2.210 -2.181 -2.997 1.0 -1.7 -0.5
H 0.297 -1.469 1.075 -0.5 -1.5 -0.2
H 0.685 2.442 1.705 1.4 0.5 0.7
H -2.061 -1.867 -1.766 0.2 1.1 0.6
H 2.195 -1.828 2.184 0.7 -1.6 0.7
H 0.781 -2.415 -0.985 0.9 0.5 0.3
H -0.819 3.103 2.115 -1.1 1.4 1.5
H -1.740 1.638 0.298 0.0 -0.6 0.4
H 0.349 -0.682 3.340 -0.3 -0.7 1.3
```
Positions in Å, forces in eV/Å.


Density functional theory data (wB97M-V/def2-TZVPD) for 12 unconnected molecules or ions with the total composition C5H34N2O12 at a distorted geometry.

## Properties
Charge   0
SMILES string   CCCCNC(N)=O.O.O.O.O.O.O.O.O.O.O.O
E_LUMO   0.11 eV
Relative energy (zero: lowest compared OMol25 entry of this formula, charge and spin)   1.828 eV
Energy   -1223.315836 a.u.

The geometry in XYZ format:
```
53
Properties=species:S:1:pos:R:3:forces:R:3
O 3.267 -1.348 2.573 0.2 -0.3 0.2
O -1.381 2.890 -1.493 -0.4 -0.6 0.6
O -1.728 1.783 1.315 -0.1 -1.2 1.2
O -0.422 -3.391 1.328 -0.3 0.3 -1.1
O 1.530 2.574 1.546 0.6 1.2 -1.2
O -1.923 0.954 -3.580 -0.7 -0.4 -0.9
O 1.696 0.561 3.677 0.0 0.5 0.5
O 0.161 -4.143 -1.190 0.3 0.2 -0.4
O -2.860 -1.252 0.440 -0.7 -0.1 -1.2
O -0.950 1.331 3.969 0.2 0.2 1.2
O 1.620 4.562 -0.432 0.0 -0.5 0.7
O -3.132 -1.328 -2.488 1.4 -0.2 -1.2
N 0.215 -1.759 2.667 -0.8 0.6 -1.5
N 0.760 -1.701 0.355 -0.2 0.6 -0.9
C 0.146 -0.341 -2.230 0.9 -0.2 -0.5
C 0.568 -0.795 -3.638 0.1 0.7 -0.3
C 1.416 -0.180 -1.365 -0.8 -1.4 -0.4
C 1.073 -0.292 0.120 0.9 0.0 -0.2
C 0.097 -2.263 1.380 0.9 -1.5 2.5
H -1.331 0.461 4.104 0.0 -0.1 -0.1
H 1.665 4.917 0.465 0.0 0.7 -0.3
H -0.183 -3.979 -0.284 -0.3 -0.3 -0.1
H 1.941 0.115 0.646 0.1 -0.7 0.5
H 3.606 -0.760 1.895 0.0 -0.1 -0.2
H 0.356 -0.004 -4.347 -0.1 0.0 -0.3
H 0.662 -0.880 2.806 0.7 0.3 0.4
H 1.400 1.692 1.869 -0.3 -0.4 1.1
H 1.685 3.631 -0.153 0.0 -0.1 -0.6
H -1.347 1.891 0.442 -0.2 1.2 -0.5
H -2.165 2.549 1.700 0.1 0.3 -1.0
H -1.032 1.508 3.040 -0.2 -0.1 -1.1
H -0.442 0.564 -2.220 0.2 -0.1 -0.2
H -2.976 -1.203 -1.550 -0.8 -0.1 0.7
H 2.471 0.349 4.215 -0.1 -0.1 -0.3
H -4.033 -1.352 -2.787 -0.6 0.0 0.7
H 0.375 -2.494 3.328 -0.2 0.1 0.3
H 1.141 1.157 4.209 -0.1 -0.3 -0.2
H -2.167 -0.001 -3.542 0.0 0.7 0.3
H 2.067 0.653 -1.571 -0.5 1.0 -0.2
H 3.031 -2.174 2.133 0.1 0.2 -0.1
H 0.619 -2.207 -0.525 0.0 0.0 0.4
H -0.563 -4.208 -1.823 0.0 0.0 0.4
H 1.656 -0.928 -3.654 -0.2 -0.3 -0.2
H 0.262 0.367 0.431 -0.3 -0.1 -0.4
H -0.540 -1.130 -1.930 0.2 0.0 1.0
H -2.479 1.312 -4.289 0.2 0.0 0.3
H 0.063 -1.709 -3.977 0.2 0.2 0.2
H -0.813 3.658 -1.567 0.5 -0.1 -0.2
H -1.026 2.125 -1.978 -0.2 0.9 -0.2
H -2.972 -0.332 0.681 0.5 0.1 0.6
H 2.074 -0.991 -1.757 -0.3 0.0 1.2
H 1.082 3.267 2.042 -0.2 -0.8 0.4
H -2.244 -1.726 0.994 0.3 0.1 0.5
```
Positions in Å, forces in eV/Å.


Density functional theory data (wB97M-V/def2-TZVPD) for a molecular structure, C3H6O2S2 at a distorted geometry.

## Properties
Charge   0
E_LUMO   -0.46 eV
Relative energy (zero: lowest compared OMol25 entry of this formula, charge and spin)   10.974 eV
Energy   -1064.382361 a.u.

The geometry in XYZ format:
```
13
Properties=species:S:1:pos:R:3:forces:R:3
S 2.028 1.245 0.030 1.3 3.8 1.7
S 0.151 -0.698 -0.430 -5.3 1.0 -9.4
O 1.108 -1.101 0.675 -0.5 -7.0 10.5
O -2.313 0.126 -0.486 -0.8 -0.2 -1.6
C 1.948 -0.364 -0.054 3.6 3.2 -6.5
C -3.451 0.563 0.259 0.2 -0.1 -0.1
C -1.236 -0.184 0.221 -0.1 0.2 3.8
H -3.222 1.475 0.816 0.1 -0.1 0.0
H -1.367 -0.068 1.300 0.7 0.7 -0.2
H 1.224 -2.040 0.468 0.6 -1.2 1.1
H -4.231 0.772 -0.473 0.1 -0.1 0.1
H 2.589 -0.947 -0.723 0.1 -0.4 0.7
H -3.790 -0.222 0.943 0.0 0.1 -0.1
```
Positions in Å, forces in eV/Å.


Density functional theory data (wB97M-V/def2-TZVPD) for a single C7H9NS2 molecule at a distorted geometry.

## Properties
Charge   0
SMILES string   CSSc1ccc(N)cc1
E_LUMO   0.56 eV
Relative energy (zero: lowest compared OMol25 entry of this formula, charge and spin)   1.775 eV
Energy   -1123.142620 a.u.

The geometry in XYZ format:
```
19
Properties=species:S:1:pos:R:3:forces:R:3
S 0.343 1.581 -1.385 0.5 -1.0 -0.5
S -0.281 2.929 0.037 -0.5 0.4 1.2
N -0.116 -3.998 0.903 11.3 3.6 -3.5
C 0.200 0.002 -0.628 -1.3 -3.3 0.3
C -1.029 -0.870 -0.660 -0.2 11.4 -3.7
C -1.128 -2.022 -0.173 -1.3 -5.3 2.3
C 1.294 -0.676 -0.076 2.4 1.8 0.0
C 1.200 -1.936 0.513 0.3 -1.8 1.3
C -0.308 2.020 1.618 -1.4 6.0 0.9
C -0.045 -2.585 0.461 2.5 -3.2 1.3
H -0.837 -4.166 1.317 -11.9 -2.3 4.9
H -0.756 2.844 2.426 1.4 -1.5 -2.2
H -1.098 1.407 1.662 -2.3 -3.1 -0.2
H -2.115 -2.448 -0.225 0.0 -0.8 0.2
H -2.002 -0.280 -1.057 2.4 -1.6 0.7
H 0.475 -4.205 1.768 0.3 0.8 -2.0
H 0.595 1.764 2.010 2.4 -1.2 0.7
H 2.356 -0.195 -0.093 -2.2 -0.6 0.1
H 2.099 -2.494 1.113 -2.2 1.7 -1.9
```
Positions in Å, forces in eV/Å.


Density functional theory data (wB97M-V/def2-TZVPD) for a molecular structure, C5H10O2.

## Properties
Charge   0
E_LUMO   0.22 eV
Relative energy (zero: lowest compared OMol25 entry of this formula, charge and spin)   7.054 eV
Energy   -346.766210 a.u.

The geometry in XYZ format:
```
17
Properties=species:S:1:pos:R:3:forces:R:3
O 1.991 1.106 0.814 0.2 0.0 0.1
O -1.403 -0.164 0.301 0.0 0.0 0.0
C 0.349 0.719 -0.420 0.1 0.1 -0.1
C 0.968 -1.090 0.458 0.2 -0.2 0.1
C 1.660 0.101 -0.171 0.0 -0.1 -0.2
C -2.103 -0.812 -0.725 -0.2 -0.1 -0.2
C 0.687 1.696 0.664 -0.2 0.1 0.1
H -2.869 -1.479 -0.309 0.1 0.1 -0.1
H -0.446 -0.779 0.548 0.0 0.1 0.0
H 2.427 -0.060 -0.936 -0.1 0.1 0.2
H -2.611 -0.078 -1.365 0.1 -0.1 0.1
H 1.298 -1.243 1.487 0.0 0.0 -0.1
H -0.210 0.866 -1.336 0.0 -0.1 0.2
H 1.023 -1.981 -0.170 0.0 0.1 0.1
H -1.427 -1.412 -1.361 -0.1 0.0 0.1
H 0.074 1.649 1.570 0.1 0.0 -0.1
H 0.739 2.733 0.304 0.0 -0.1 0.0
```
Positions in Å, forces in eV/Å.


Density functional theory data (wB97M-V/def2-TZVPD) for a molecular structure, C25H18Br3N6O3S2Ti at a distorted geometry.

## Properties
<S²>   2.03
Charge   -1
E_LUMO (spin up / spin down)   1.98 / 1.98 eV
Relative energy (zero: lowest compared OMol25 entry of this formula, charge and spin)   0.997 eV
Spin multiplicity   3
Energy   -10885.824980 a.u.

The geometry in XYZ format:
```
58
Properties=species:S:1:pos:R:3:forces:R:3
Br -0.807 1.466 3.995 0.1 0.2 -0.2
Br 3.781 -4.145 -3.697 0.0 0.0 0.0
Br 3.032 -3.928 1.905 0.0 0.0 0.0
Ti -0.036 -0.069 0.628 -0.1 1.1 -1.5
S -1.000 2.203 0.309 0.0 0.1 -0.3
S -2.226 -0.708 -0.487 0.0 0.1 0.1
O 1.581 1.131 1.594 -0.2 -0.2 0.3
O 1.241 -1.507 1.070 0.5 -0.7 -0.5
O 1.935 3.007 2.691 -0.1 0.0 -0.1
N 2.339 2.198 -0.760 0.0 0.0 0.1
N 0.805 -0.447 -1.209 0.3 -0.6 -0.4
N -4.298 5.213 -3.942 0.0 0.0 0.0
N -0.965 -0.811 2.391 -0.3 -0.4 1.1
N -5.849 1.512 -4.928 0.0 0.0 0.0
N 2.374 2.920 0.437 0.0 0.1 -0.1
C -2.697 0.742 -1.321 -0.1 0.0 -0.1
C -0.427 -1.210 4.682 -0.1 0.2 -0.1
C -3.564 3.044 -2.706 -0.2 0.6 -0.3
C -2.625 3.135 -1.690 0.1 0.1 0.2
C 3.280 -3.792 -0.942 -0.1 0.1 0.2
C -1.103 -2.138 2.230 0.0 -0.1 0.4
C 2.101 4.423 2.668 0.1 -0.1 -0.1
C 1.635 -1.565 -1.216 -0.2 0.2 -0.1
C -5.070 1.639 -4.092 0.4 0.1 0.4
C -0.491 -2.568 4.469 0.1 -0.2 0.5
C 1.865 -2.101 0.064 -0.2 0.3 0.6
C 2.709 -3.193 0.181 0.1 -0.3 0.0
C -0.994 -4.533 2.964 0.0 0.0 0.0
C 2.997 -3.283 -2.187 0.0 0.0 -0.1
C 0.973 -0.452 -3.612 0.1 -0.1 -0.2
C -2.177 2.015 -0.990 0.0 0.0 0.1
C 1.928 2.294 1.548 0.1 0.2 0.2
C -0.871 -3.059 3.241 -0.2 -0.3 -0.7
C 0.496 0.079 -2.439 0.1 -0.1 0.4
C -4.080 1.788 -3.038 -0.5 -0.1 -0.5
C 1.804 -1.573 -3.630 0.0 0.0 0.2
C -3.646 0.669 -2.352 0.1 -0.2 0.1
C -3.984 4.248 -3.399 0.2 -0.6 0.3
C 2.159 -2.163 -2.377 0.0 0.3 -0.4
C -0.696 -0.376 3.608 -0.1 -0.1 0.6
H 1.419 2.248 -1.190 0.1 0.0 0.0
H -0.265 -3.254 5.280 0.0 0.0 0.0
H -0.188 -0.784 5.644 0.0 0.0 0.0
H -0.155 0.943 -2.440 -0.1 0.0 0.0
H -1.740 -4.998 3.612 0.0 0.0 0.0
H -2.231 4.109 -1.428 0.0 0.0 0.0
H -1.281 -4.717 1.930 0.0 0.0 0.0
H 1.347 4.891 2.033 0.0 0.0 0.0
H -1.409 -2.473 1.249 0.1 0.0 -0.1
H 3.107 4.700 2.346 0.0 0.0 -0.1
H 1.956 4.755 3.690 0.0 0.0 0.0
H 2.247 3.919 0.400 0.0 0.0 -0.1
H 2.168 -1.994 -4.555 0.0 0.0 0.0
H 0.677 0.020 -4.542 0.0 0.0 0.0
H 3.926 -4.651 -0.834 0.0 0.0 0.0
H -0.038 -5.032 3.129 0.0 0.0 0.0
H -4.048 -0.300 -2.619 0.0 0.0 0.0
H 3.079 2.513 -1.368 0.0 0.0 0.0
```
Positions in Å, forces in eV/Å.